Record 1
# C23H23F24NO7

A 4-piece molecular cluster, C23H23F24NO7 overall (ωB97M-V/def2-TZVPD, the Open Molecules 2025 dataset).

ORCA input file:
```
! wB97M-V def2-TZVPD RIJCOSX def2/J DEFGRID3
* xyz 0 1
F 3.62570 -3.67313 0.86958
C 2.52462 -3.01026 0.45286
F 1.89817 -2.56776 1.57665
C 1.58062 -3.87858 -0.37682
F 1.01034 -4.85794 0.37406
F 0.54165 -3.08717 -0.79663
C 2.20055 -4.51154 -1.63250
O 2.70849 -5.84478 -1.49857
C 4.00901 -5.94654 -0.91451
F 4.60029 -4.72711 -0.96024
F 4.73152 -6.73846 -1.75227
C 3.99438 -6.56069 0.49090
F 3.12130 -5.93301 1.31657
F 5.21893 -6.46786 1.07808
H 2.84477 -2.12973 -0.11269
H 1.38918 -4.60775 -2.36711
H 2.92827 -3.84778 -2.11416
H 3.71370 -7.61787 0.45092
F 4.89755 -1.19932 -3.94804
C 3.92376 -1.31854 -3.01910
F 3.93198 -2.62028 -2.62340
C 2.54319 -0.92998 -3.54496
F 2.09883 -1.80775 -4.48316
F 1.65479 -1.02575 -2.50400
C 2.42908 0.49670 -4.10464
O 2.60021 0.64984 -5.51911
C 3.95610 0.67748 -5.97032
F 4.76144 0.91569 -4.90571
F 4.06074 1.77664 -6.76524
C 4.35488 -0.57289 -6.76415
F 4.07191 -1.71770 -6.09533
F 5.69328 -0.58888 -7.01180
H 4.19742 -0.71011 -2.15158
H 1.39502 0.82142 -3.92435
H 3.04206 1.21165 -3.54316
H 3.82926 -0.60904 -7.72353
F -6.28373 3.38398 6.60034
C -5.48251 2.35400 6.25018
F -4.85458 1.95535 7.38945
C -4.45854 2.72830 5.18019
F -3.53713 3.60837 5.65417
F -3.75279 1.59637 4.85971
C -5.04528 3.27902 3.87095
O -5.13473 4.70443 3.75400
C -6.25937 5.30067 4.40398
F -7.16943 4.33119 4.66973
F -6.84045 6.10747 3.47531
C -5.87650 6.12722 5.63800
F -5.10807 5.42615 6.50747
F -6.98318 6.51901 6.32697
H -6.11274 1.52433 5.91532
H -4.35062 2.98879 3.07067
H -5.98995 2.79101 3.60339
H -5.31891 7.02351 5.34859
N 2.90749 0.33884 0.82482
C 1.42901 0.52687 1.12918
C 0.67002 1.03234 -0.23493
C -0.58507 0.49366 -0.83679
C -1.58976 -0.70147 -0.31817
C -3.10549 -0.01231 -0.16882
C -3.04451 1.51737 0.43026
O -4.37547 2.02814 0.89123
C -0.85657 1.35305 -2.24505
O -1.96503 1.10552 -2.96579
O 0.21150 2.34323 -2.45693
C 1.10491 2.24108 -1.25631
O 2.14988 3.08294 -1.02645
H 3.45352 0.09931 1.70291
H 3.32939 1.18155 0.36806
H 1.03211 -0.52900 1.50201
H 1.20632 1.29124 1.98712
H -1.28967 -1.12978 0.75260
H -1.60357 -1.65436 -1.03077
H -3.59796 -0.04707 -1.24900
H -3.81092 -0.69076 0.51208
H -2.67677 2.32486 -0.36787
H -2.23446 1.57839 1.30509
H -4.28337 3.03595 0.75055
*
```

The structure (SMILES) is FC(F)C(F)(F)COC(F)(F)C(F)F.FC(F)C(F)(F)COC(F)(F)C(F)F.FC(F)C(F)(F)COC(F)(F)C(F)F.NCC1=C(CCCO)C(=O)OC1=O. The calculation puts the HOMO-LUMO gap at 8.42 eV. As for the strongest force on any atom: 9.51 eV/A.

---

Record 2
# C23H23N3O

One molecule with the formula C23H23N3O (ωB97M-V/def2-TZVPD, the Open Molecules 2025 dataset).

ORCA input file:
```
! wB97M-V def2-TZVPD RIJCOSX def2/J DEFGRID3
* xyz 0 1
N 2.19498 4.89448 0.38278
C 2.34304 3.81009 0.02919
C 2.52145 2.49733 -0.40420
N 3.72509 2.03086 -0.89882
C 3.52896 0.80801 -1.22399
C 4.52041 -0.16160 -1.75419
C 4.91493 -1.11035 -0.64723
C 5.65653 -0.63730 0.42850
C 5.99985 -1.48328 1.46706
C 5.60258 -2.81037 1.44261
C 4.85901 -3.28546 0.37677
C 4.51374 -2.43783 -0.66255
O 2.24717 0.37603 -0.97901
C 1.61005 1.44830 -0.45855
N 0.32293 1.33801 -0.09396
C -0.43279 0.13444 -0.37754
C -1.86260 0.51041 -0.74559
C -2.57985 1.19357 0.42904
C -3.35962 0.18068 1.28527
C -4.48796 -0.44886 0.51949
C -4.39633 -1.75261 0.04990
C -5.42834 -2.31550 -0.68129
C -6.56768 -1.57926 -0.95329
C -6.67171 -0.27973 -0.48581
C -5.63935 0.27947 0.24432
C -1.56153 1.94180 1.30289
C -0.39029 2.46043 0.47791
H 5.38547 0.40397 -2.10125
H 4.08239 -0.71373 -2.58768
H 5.95729 0.40022 0.44523
H 6.57839 -1.10716 2.29793
H 5.87134 -3.47161 2.25314
H 4.54478 -4.31883 0.35327
H 3.93043 -2.81336 -1.49155
H -0.42481 -0.52930 0.49688
H 0.04970 -0.39390 -1.20291
H -1.83152 1.18421 -1.60382
H -2.41000 -0.38205 -1.04951
H -3.29656 1.91191 0.01988
H -3.75983 0.70401 2.15694
H -2.67582 -0.59342 1.63916
H -3.51299 -2.33819 0.26565
H -5.34208 -3.33156 -1.03799
H -7.37359 -2.01707 -1.52327
H -7.56132 0.29812 -0.68952
H -5.72810 1.29193 0.61216
H -2.04079 2.78003 1.80824
H -1.17131 1.27202 2.07186
H 0.29630 3.02876 1.10990
H -0.75007 3.13324 -0.31242
*
```

The structure (SMILES) is N#Cc1nc(Cc2ccccc2)oc1N1CCC(Cc2ccccc2)CC1. For the energy above the lowest of the compared OMol25 structures with the same formula, charge and spin, the calculation gives 110.54 kJ/mol. The calculation puts the HOMO-LUMO gap at 8.30 eV. As for the strongest force on any atom: 1.49 eV/A.

---

Record 3
# C23H23N4O2PdSi

C23H23N4O2PdSi as an isolated structure (ωB97M-V/def2-TZVPD, the Open Molecules 2025 dataset).

ORCA input file:
```
! wB97M-V def2-TZVPD RIJCOSX def2/J DEFGRID3
* xyz 1 1
Pd 2.12574 -1.93413 -3.26575
C -4.46208 5.85352 5.76603
O -5.04396 4.85716 4.93505
C -4.23954 4.18508 4.09250
C -2.86644 4.39402 3.97427
C -2.13547 3.64214 3.07060
C -2.74744 2.67916 2.27578
C -4.12529 2.47913 2.40506
C -4.86415 3.21852 3.29861
C -1.93324 1.91486 1.33682
N -0.63048 2.03615 1.18300
C -0.29542 1.14179 0.21290
C -1.40876 0.45749 -0.24229
N -2.45061 0.96881 0.48855
C -1.35753 -0.53287 -1.26736
C -2.42605 -1.26403 -1.81492
C -2.17988 -2.16998 -2.81785
C -0.87200 -2.35997 -3.27662
N 0.14530 -1.69033 -2.76519
C -0.08279 -0.79010 -1.78551
C 1.07664 -0.09383 -1.32314
N 2.24297 -0.43241 -1.92324
C 3.35769 0.19463 -1.58306
C 3.36346 1.19211 -0.60215
C 2.19291 1.53614 0.02997
C 1.00438 0.88512 -0.33472
H -5.27683 6.26326 6.35409
H -4.01032 6.64744 5.16809
H -3.71465 5.41973 6.43322
H -2.36245 5.13457 4.57675
H -1.07014 3.80042 2.97422
H -4.64499 1.73741 1.80962
H -5.92973 3.07075 3.40634
H -3.42057 0.71618 0.42101
H -3.43661 -1.11285 -1.45811
H -2.98110 -2.74172 -3.26268
H -0.64730 -3.06877 -4.06312
H 4.26171 -0.10749 -2.09367
H 4.29771 1.67525 -0.35590
H 2.16271 2.30113 0.79436
O 3.61068 -2.89563 -3.76177
C 2.85697 -3.89077 -0.78676
Si 3.77337 -3.97075 -2.41175
C 5.61227 -3.66265 -2.16108
C 3.42195 -5.55178 -3.35353
H 3.30201 -4.67053 -0.16237
H 1.78927 -4.09866 -0.87827
H 2.98676 -2.93701 -0.27165
H 6.09433 -4.46358 -1.59279
H 5.79458 -2.74261 -1.59791
H 6.09474 -3.58454 -3.13314
H 3.85730 -6.42864 -2.86747
H 3.84239 -5.46733 -4.35448
H 2.34801 -5.73902 -3.43859
*
```

For the energy above the lowest of the compared OMol25 structures with the same formula, charge and spin, the calculation gives 94.13 kJ/mol. The calculation puts the HOMO-LUMO gap at 6.28 eV. As for the strongest force on any atom: 2.59 eV/A.

---

Record 4
# C23H23N6O7Sc

C23H23N6O7Sc as an isolated structure (ωB97M-V/def2-TZVPD, the Open Molecules 2025 dataset).

ORCA input file:
```
! wB97M-V def2-TZVPD RIJCOSX def2/J DEFGRID3
* xyz 0 1
Sc -0.28838 -0.52153 0.09288
N -1.62817 1.52853 0.27438
C -2.78521 1.45405 -0.64456
C -3.53149 0.16541 -0.34077
N -2.58463 -0.94689 -0.50965
H -1.97554 1.77797 1.19547
H -0.99567 2.26851 -0.01019
H -2.41282 1.41555 -1.66906
H -3.44636 2.31665 -0.54400
H -4.40451 0.07287 -0.98971
H -3.87788 0.17851 0.69623
H -2.40521 -1.05734 -1.51419
H -3.01064 -1.81578 -0.20301
O -1.38570 -0.56871 -3.10566
C -0.26363 -0.58186 -2.60866
O 0.08269 -1.35685 -1.62473
C 0.77171 0.40809 -3.04906
C 1.08020 0.67160 -4.35104
C 2.03461 1.64949 -4.64708
C 2.66052 2.35082 -3.64329
C 2.32860 2.12231 -2.31594
C 1.32903 1.16072 -1.96293
O 0.88830 0.97167 -0.77176
N 3.02966 2.91124 -1.32164
O 2.74705 2.78597 -0.14119
O 3.90008 3.67290 -1.71686
N 2.34848 1.94579 -6.03376
O 3.23509 2.75007 -6.25914
O 1.75527 1.31854 -6.89424
H 0.60739 0.13494 -5.16186
H 3.40882 3.09140 -3.88107
C -0.17565 -2.34720 1.46866
C -1.53465 -2.85163 1.61804
C -2.42214 -2.30438 2.56589
C -3.73286 -2.72172 2.65716
C -4.21789 -3.72341 1.81105
C -3.34784 -4.30087 0.87993
C -2.04098 -3.87205 0.78752
C -5.57367 -4.15395 1.90489
N -6.66838 -4.50163 1.98085
H 0.47594 -3.07496 0.97767
H 0.24786 -2.04921 2.42729
H -2.06316 -1.53205 3.23843
H -4.40055 -2.27891 3.38555
H -3.71302 -5.09108 0.23653
H -1.38107 -4.31578 0.05144
C 4.71356 2.04422 3.52635
C 3.49584 1.41095 2.92934
C 2.21283 1.87346 3.18976
C 1.13708 1.27431 2.56296
N 1.25193 0.25309 1.71769
C 2.48548 -0.20443 1.47746
C 3.61337 0.33345 2.05375
H 5.21161 2.65435 2.76976
H 5.42273 1.28457 3.85368
H 4.45950 2.68374 4.36932
H 2.04532 2.70488 3.86129
H 0.13058 1.63356 2.75010
H 2.56465 -1.04094 0.79045
H 4.59192 -0.06102 1.81327
*
```

For the energy above the lowest of the compared OMol25 structures with the same formula, charge and spin, the calculation gives 63.59 kJ/mol. The calculation puts the HOMO-LUMO gap at 7.52 eV. As for the strongest force on any atom: 1.31 eV/A.